Record 1
Entry from the Open Molecules 2025 dataset: 3 unconnected molecules or ions with the total composition CH2IN at a distorted geometry (wB97M-V/def2-TZVPD).

Its relative energy (zero: lowest compared OMol25 entry of this formula, charge and spin) is 1.843 eV. The value obtained for the frontier orbital gap is 0.35681 hartree. For the electronic energy, the calculation gives -391.6494 Ha.

Geometry as XYZ:
```
5
Properties=species:S:1:pos:R:3:forces:R:3
C -0.049 0.248 -1.254 -4.4431 1.5887 2.3393
N 0.881 -0.206 -1.759 -0.3254 0.2370 0.1797
I 0.477 -0.386 2.524 0.3661 0.0093 1.1968
H -0.031 -0.388 1.058 -0.2819 -0.0988 -1.0141
H -1.278 0.731 -0.570 4.6843 -1.7361 -2.7018
```
Forces are in eV/Å.

=====

Record 2
Entry from the Open Molecules 2025 dataset: a molecular structure, CH2INO at a distorted geometry (wB97M-V/def2-TZVPD).

Its relative energy (zero: lowest compared OMol25 entry of this formula, charge and spin) is 4.107 eV. The value obtained for the frontier orbital gap is 0.32094 hartree. For the electronic energy, the calculation gives -466.8627 Ha.

Geometry as XYZ:
```
6
Properties=species:S:1:pos:R:3:forces:R:3
C -0.269 0.508 0.225 -0.6169 -4.3241 -1.0558
N 0.464 -0.592 -0.981 -1.5726 -1.0269 1.0538
O 0.179 -1.746 -0.845 0.2917 2.5641 -0.0236
I 1.519 0.625 1.254 -0.0639 0.6964 0.5616
H -1.145 -0.056 0.670 1.5293 0.2884 0.1551
H -0.747 1.262 -0.324 0.4323 1.8022 -0.6910
```
Forces are in eV/Å.